Entry 1:
This record from OMol25 describes a single C4H13N3 molecule at a distorted geometry. The level of theory is ωB97M-V/def2-TZVPD.

Each line ends with the Löwdin charge.
Cartesian coordinates (Å):
N 1.1361 -1.6426 1.7560  -0.009
N -1.6823 0.1435 -2.2653  -0.011
N -1.1841 0.4414 1.0504  0.045
C 1.7081 -0.3645 1.3773  -0.289
C -0.8046 0.9301 -1.3549  -0.243
C -0.3745 0.0941 -0.1249  -0.412
C 1.1108 0.3380 0.1517  -0.177
H -1.3806 1.7577 -0.9701  0.099
H -1.5589 -0.3711 1.5368  0.067
H -2.0254 0.9287 0.7797  0.060
H -1.6420 0.5657 -3.1885  0.058
H 0.0400 1.3276 -1.9047  0.101
H 1.6626 0.0222 -0.7436  0.110
H 2.7652 -0.5554 1.1794  0.098
H 0.2502 -1.5259 2.2412  0.053
H -1.2015 -0.7434 -2.4234  0.057
H 1.7288 0.3058 2.2326  0.105
H 0.8159 -2.1393 0.9269  0.061
H 1.2396 1.4174 0.1812  0.111
H -0.6033 -0.9298 -0.4377  0.118

- Net charge: 0
- Gap between HOMO and LUMO: 10.27 eV
- SMILES: NCC[C@@H](N)CN
- Multiplicity: 1
- Maximum force: 1.1 eV/Å
- Molecular weight: 103.2 g mol⁻¹
- Lowest unoccupied orbital energy: 1.00 eV
- Energy above the lowest of the compared OMol25 structures with the same formula, charge and spin: 0.782 eV

***

Entry 2:
This record from OMol25 describes a single C4H6FNS molecule at a distorted geometry. The level of theory is ωB97M-V/def2-TZVPD.

Each line ends with the Löwdin charge.
Cartesian coordinates (Å):
S 2.2220 -0.6731 0.0051  0.638
F -2.2431 -1.4028 -0.0013  -0.051
N 0.3044 1.2593 0.0030  -0.009
C 1.5868 0.8315 -0.0139  -0.703
C -0.9216 0.5535 -0.0092  -0.301
C -0.9325 -0.9428 -0.0015  -0.196
C -2.0576 1.2597 0.0021  0.076
H -0.4561 -1.2883 0.9001  0.099
H -2.0669 2.3083 0.0406  0.043
H -3.0487 0.7651 -0.0153  0.083
H 2.2455 1.6785 -0.0172  0.051
H 0.2130 2.3024 -0.0036  0.165
H -0.4322 -1.3971 -0.8608  0.106

- Net charge: 0
- Gap between HOMO and LUMO: 9.06 eV
- SMILES: C=C(CF)NC=S
- Multiplicity: 1
- Maximum force: 1.9 eV/Å
- Molecular weight: 119.2 g mol⁻¹
- Lowest unoccupied orbital energy: 0.32 eV
- Energy above the lowest of the compared OMol25 structures with the same formula, charge and spin: 0.933 eV

***

Entry 3:
This record from OMol25 describes C43H32F3N3O3P2S2Tc as an isolated structure at a distorted geometry. The level of theory is ωB97M-V/def2-TZVPD.

Each line ends with the Löwdin spin population.
Cartesian coordinates (Å):
Tc 0.1659 2.8090 -1.2357  0.893
S 2.2993 1.3303 -0.6226  -0.003
S 0.6499 2.4013 -3.5811  0.003
P 0.0318 0.4660 -3.5862  0.011
P 1.4292 -0.4021 -1.1211  -0.001
F -1.3134 5.1976 -1.6504  0.008
F -2.5749 3.6577 -0.8183  -0.010
F -2.1582 3.6684 -2.9235  0.000
O -2.9659 -1.9817 5.1934  0.001
O -1.6036 0.8252 -0.2613  -0.006
O -0.1019 3.4416 0.5268  0.086
N -0.8844 3.9526 5.9128  0.000
N 0.9542 1.5101 2.1593  -0.005
N -1.1956 3.0398 6.6912  0.015
C -1.3372 0.6957 7.1114  0.003
C -1.6215 0.3910 -4.3462  0.000
C 4.6639 -1.8116 -3.1584  0.000
C -0.0010 -1.4685 1.0606  -0.001
C -2.7480 0.6570 -3.5745  -0.001
C 0.9036 1.8149 4.9105  0.004
C -3.0105 0.1503 -6.2928  0.000
C 1.1497 -1.5486 0.2829  -0.001
C -1.5725 3.8548 -1.7141  -0.005
C -4.1313 0.4123 -5.5207  0.000
C 0.6734 -1.7631 -5.1240  0.001
C -1.6444 1.7918 6.3050  0.000
C -2.4707 1.5940 5.1870  0.002
C -1.7461 -0.5756 6.7657  0.000
C 2.2549 0.0581 -5.1954  -0.001
C 0.3268 2.5591 2.6956  0.006
C 0.2160 2.7293 4.0966  -0.001
C 0.7153 -3.3746 2.3359  -0.001
C -1.7553 0.1527 -5.7111  0.000
C 2.1031 -2.5238 0.5725  -0.001
C -0.5284 3.8443 4.6116  0.016
C 3.0096 -0.6372 -6.1235  0.000
C 1.5484 0.7492 4.3348  -0.004
C -2.9146 0.3355 4.8698  -0.001
C -3.9980 0.6666 -4.1657  0.000
C 3.8009 -0.9679 -2.4817  0.000
C -0.1868 3.5726 1.7961  -0.003
C -2.5278 -0.7738 5.6296  0.003
C -0.7680 0.9222 -1.1137  -0.016
C 1.0844 -0.5012 -4.7002  0.003
C 1.4317 -2.4465 -6.0570  0.000
C 2.1135 -2.6934 -2.5000  0.000
C 2.9851 -3.5316 -3.1680  0.000
C 1.5203 0.6291 2.9435  0.005
C -0.2095 -2.3745 2.0856  0.000
C 2.5281 -1.4108 -2.1533  0.000
C 4.2606 -3.0936 -3.4911  0.000
C 1.8752 -3.4435 1.5812  0.000
C -0.7466 4.7314 2.3725  0.015
C -0.8899 4.8693 3.7311  -0.009
C -0.1799 -0.1924 -1.9214  -0.007
C -2.6334 -3.1300 5.9380  0.000
C 2.5935 -1.8827 -6.5616  0.000
H 0.5382 -4.0983 3.1176  0.000
H 0.9613 1.9742 5.9784  0.000
H -2.9935 -3.0558 6.9678  0.000
H 2.0235 -0.1917 2.4533  0.000
H 2.0917 0.0302 4.9291  0.000
H -1.1041 5.4990 1.7024  0.001
H 1.1166 -3.4213 -6.3998  0.000
H -1.1092 -2.3045 2.6791  0.000
H 4.9467 -3.7573 -3.9963  0.000
H -1.3769 5.7424 4.1375  -0.001
H -0.2395 -2.1909 -4.7303  0.000
H -1.5544 -3.3089 5.9362  0.000
H -2.7781 2.4398 4.5905  0.000
H -3.5611 0.1793 4.0208  0.000
H 5.6564 -1.4704 -3.4144  0.000
H -0.7332 -0.7004 0.8720  0.000
H 3.9192 -0.1995 -6.5086  0.000
H -4.8693 0.8774 -3.5649  0.000
H 2.6002 -4.2240 1.7664  0.000
H 1.1171 -3.0176 -2.2300  0.000
H 2.5574 1.0409 -4.8602  -0.001
H -0.8768 -0.0269 -6.3158  0.000
H -3.1265 -3.9613 5.4389  0.000
H 4.1046 0.0305 -2.1924  0.000
H 3.0201 -2.5767 0.0013  0.000
H 3.1755 -2.4144 -7.3010  0.000
H -1.4510 -1.4056 7.3868  0.000
H -0.7283 0.8461 7.9878  0.000
H 2.6744 -4.5333 -3.4286  0.000
H -2.6507 0.8655 -2.5199  0.000
H -5.1090 0.4311 -5.9798  0.000
H -3.1100 -0.0495 -7.3497  0.000

- Net charge: 0
- Gap between HOMO and LUMO (spin up / spin down): 5.29 / 5.52 eV
- Multiplicity: 2
- ⟨S²⟩: 1.228
- Maximum force: 3.3 eV/Å
- Molecular weight: 919.8 g mol⁻¹
- Lowest unoccupied orbital energy (spin up / spin down): -1.78 / -1.58 eV
- Energy above the lowest of the compared OMol25 structures with the same formula, charge and spin: 0.911 eV

***

Entry 4:
This record from OMol25 describes a 2-piece molecular cluster, CHClO3 overall at a distorted geometry. The level of theory is ωB97M-V/def2-TZVPD.

Each line ends with the Löwdin charge.
Cartesian coordinates (Å):
Cl 2.4398 0.5469 0.3415  0.869
O 0.8289 -1.4292 0.0925  0.122
O -1.6291 0.4961 -0.6629  -0.134
O -0.6053 0.9653 0.1026  -0.232
C 1.0991 -0.3350 0.2567  -0.770
H -2.1335 -0.2440 -0.1304  0.143

- Net charge: 0
- Gap between HOMO and LUMO (spin up / spin down): 8.06 / 9.09 eV
- Multiplicity: 1
- Maximum force: 4.3 eV/Å
- Molecular weight: 96.5 g mol⁻¹
- Lowest unoccupied orbital energy (spin up / spin down): -0.58 / -0.51 eV
- Energy above the lowest of the compared OMol25 structures with the same formula, charge and spin: 4.600 eV